Record 1
DFT (ωB97M-V/def2-TZVPD) results for the ion C10H12N2 with charge +2 in a non-equilibrium geometry.

Properties
DFT total energy, Ha: -496.912726
Net charge: +2
HOMO-LUMO gap, eV: 7.620
Structure (SMILES): CC1=C[C@@H]2C(=[NH+][C@@H]3CC[C@H]23)[N+]#C1

Cartesian coordinates (Å):
H 0.892 0.524 1.677
C 0.298 2.200 -0.757
H -0.090 -1.663 1.726
N 2.115 -0.762 -0.472
C -1.778 3.409 -0.013
H -2.293 3.442 -0.929
C -0.726 -1.986 -0.257
C -0.791 2.329 0.018
C 1.355 0.332 -0.365
C 0.329 0.145 0.821
H -2.586 3.405 0.830
N 1.179 1.433 -1.075
H 2.904 -0.940 -1.071
H -1.263 -2.737 0.221
C 0.174 -1.320 0.818
H -1.585 1.197 1.549
H -1.253 4.461 0.121
H -1.314 -1.296 -0.747
H 2.239 -2.563 0.587
H 0.739 -2.484 -1.967
C 0.521 -2.627 -0.923
C 1.394 -1.919 0.092
H 0.308 -3.708 -0.656
C -0.767 1.128 0.771

Record 2
DFT (ωB97M-V/def2-TZVPD) results for an isolated molecule of C10H12N2O2 in a non-equilibrium geometry.

Properties
DFT total energy, Ha: -648.093655
HOMO-LUMO gap, eV: 8.432
Structure (SMILES): CC1(C)c2ccccc2N[C@@H]1[N+](=O)[O-]

Cartesian coordinates (Å):
H -1.826 1.532 1.025
H -2.860 1.613 -0.466
C 1.240 -0.403 -0.088
H -2.767 0.095 0.544
O -0.064 3.580 -0.416
C 2.014 -1.876 1.616
C -0.052 -0.496 0.390
N 1.435 0.439 -1.178
C -1.431 -0.553 -1.720
N 0.461 2.499 -0.222
H -0.575 -1.013 -2.409
H 2.845 -2.625 1.917
H -0.035 1.877 -2.177
C -1.015 0.260 -0.484
O 1.182 2.265 0.722
H -1.307 -1.296 1.968
C 0.302 1.396 -1.147
H 2.337 0.963 -1.116
H -2.073 0.093 -2.450
H 0.427 -2.728 2.818
C -2.131 0.964 0.143
C 2.320 -1.054 0.610
H -2.165 -1.335 -1.479
C 0.674 -2.084 1.977
C -0.307 -1.282 1.461
H 3.370 -0.830 0.162

Record 3
DFT (ωB97M-V/def2-TZVPD) results for the ion C10H12NO with charge +1 in a non-equilibrium geometry.

Properties
DFT total energy, Ha: -517.799672
Net charge: +1
HOMO-LUMO gap, eV: 10.355

Cartesian coordinates (Å):
C 0.773 1.003 0.663
C 2.259 -1.383 -1.124
H 1.900 3.421 2.433
H 2.114 -1.946 -1.937
H -0.893 3.691 2.517
C -1.296 -0.280 0.267
O 1.544 -1.891 -0.021
C 1.038 -0.758 -0.540
H -0.173 -2.471 -2.368
H 3.272 -0.820 -0.866
C -0.293 2.957 2.068
H -1.787 -2.283 -1.718
H -1.636 -1.164 0.967
H -0.540 -0.307 -1.666
H 2.759 1.838 1.226
H -0.220 -2.903 -0.642
C -1.093 1.948 1.658
C 1.666 1.830 1.246
C -0.569 0.897 0.879
C -0.684 -2.234 -1.458
H -2.196 2.117 1.915
C 1.101 2.822 2.059
N -0.457 -0.839 -0.864
H -2.206 -0.057 -0.132

Record 4
DFT (ωB97M-V/def2-TZVPD) results for a cluster of 2 separate species, C10H12NO4S in total in a non-equilibrium geometry.

Properties
DFT total energy, Ha: -1141.870141
Net charge: -1
HOMO-LUMO gap, eV: 2.666

Cartesian coordinates (Å):
H 3.420 -1.449 1.983
C 0.597 0.560 0.784
C 0.867 -0.972 1.177
S -1.047 -4.263 1.220
N 0.505 -1.876 2.363
H 4.703 -2.697 1.413
O 0.545 1.388 1.800
C 3.551 -2.558 1.555
C 1.812 -1.357 0.085
H -2.947 1.768 0.950
H 2.129 -3.727 0.079
O -3.958 1.304 -1.449
C -2.608 2.986 -2.292
H -1.901 3.066 0.364
H -3.656 3.246 0.271
C 2.698 -2.719 0.112
O 0.932 1.080 -0.545
H 3.557 -2.600 -0.701
H -1.673 3.531 -2.117
H -3.422 3.723 -2.276
C -2.834 2.526 0.164
C -2.791 1.886 -1.233
H 3.177 -3.306 2.380
C 1.579 -0.174 -0.989
H -1.869 1.287 -1.261
H -2.556 2.565 -3.304
C -0.328 -2.804 1.736
O 1.518 -0.414 -2.270